Entry 1:
12 unconnected molecules or ions with the total composition C4H33N2O13. Source: the OMol25 dataset; level of theory: wB97M-V/def2-TZVPD.

Values from the calculation:
Energy relative to the best compared isomer or geometry (same formula, charge and spin) ... 247.4 kJ/mol
Net charge ... +1
LUMO energy ... -2.6 eV
Frontier orbital gap ... 10.29 eV
Electronic energy ... -34276.4926 eV

Last column: natural (NBO) charge in e.
Atoms and positions in Å:
O (-2.57430, 2.79052, 0.44853)  -0.608
C (-2.04830, 2.17728, 1.34680)  0.783
O (-2.66925, 1.90611, 2.49495)  -0.686
C (-0.72880, 1.43651, 1.31508)  -0.181
C (-1.17240, -0.07362, 1.40990)  -0.426
C (0.00627, -0.97147, 1.01695)  -0.211
N (1.33781, -0.53271, 1.67891)  -0.726
N (-0.07913, 1.60258, -0.00959)  -0.900
H (-3.57398, 2.25948, 2.47754)  0.507
H (-0.18907, 1.69312, 2.23112)  0.240
H (-2.11809, -0.16951, 0.85199)  0.246
H (-1.46394, -0.21490, 2.44902)  0.234
H (0.09152, -2.02087, 1.31525)  0.270
H (0.15044, -0.91497, -0.07191)  0.200
H (1.93797, -0.38482, 0.87301)  0.436
H (1.26569, 0.18048, 2.39980)  0.456
H (1.69244, -1.44149, 2.00136)  0.484
H (0.16872, 2.59075, -0.07803)  0.409
H (-0.85020, 1.37155, -0.63771)  0.385
H (4.11620, -0.10234, -1.85194)  0.508
H (2.56644, -0.20505, -1.64221)  0.488
O (3.41222, -0.61814, -1.44256)  -0.973
H (-2.16105, -2.69108, 0.36743)  0.517
H (-2.77020, -2.54405, 1.82125)  0.472
O (-2.02266, -2.88411, 1.32657)  -1.001
H (3.60919, -3.02955, 0.64517)  0.498
H (3.22279, -1.64162, 0.02830)  0.498
O (3.19464, -2.17922, 0.84329)  -1.006
H (0.16617, -3.38901, 3.91899)  0.486
H (-0.62591, -3.14803, 2.63916)  0.508
O (0.24617, -2.96944, 3.05050)  -0.995
H (0.33025, 5.11437, -0.08139)  0.493
H (0.41417, 4.74323, -1.61112)  0.490
O (0.47519, 4.41023, -0.71408)  -0.969
H (-1.83968, -1.01178, -3.92152)  0.493
H (-1.75710, -2.52633, -4.16226)  0.482
O (-2.25223, -1.84319, -3.69469)  -0.970
H (-0.99058, -1.88331, -1.58515)  0.491
H (-2.10896, -2.84046, -1.92382)  0.508
O (-1.57309, -2.53503, -1.18732)  -0.968
H (-3.27693, 0.00619, -1.99205)  0.493
H (-2.87604, 1.43991, -1.75540)  0.492
O (-2.49574, 0.56299, -1.89873)  -0.978
H (2.30077, 2.11567, 3.58245)  0.492
H (2.78907, 1.84628, 2.18469)  0.487
O (1.97435, 1.98150, 2.68411)  -0.953
H (0.05108, -0.15459, -3.09247)  0.481
H (1.04587, -0.96164, -4.00519)  0.490
O (0.20473, -0.99144, -3.54321)  -0.967
H (2.72588, 2.27931, -2.93415)  0.477
H (1.92196, 2.19944, -1.58339)  0.486
O (2.79967, 2.16628, -1.98222)  -0.963

Atoms 1-6, force components in eV/Å:
O 0.4 -0.2 0.2
C -0.6 0.0 -0.3
O -0.4 0.2 0.7
C -0.8 -1.0 -1.1
C 0.5 0.5 1.0
C 0.5 -0.2 -0.3

***

Entry 2:
12 unconnected molecules or ions with the total composition C4H33NO13. Source: the OMol25 dataset; level of theory: wB97M-V/def2-TZVPD.

Values from the calculation:
SMILES ... N[C@@H](CO)CCO.O.O.O.O.O.O.O.O.O.O.O
Energy relative to the best compared isomer or geometry (same formula, charge and spin) ... 124.4 kJ/mol
LUMO energy ... 0.0 eV
Frontier orbital gap ... 9.92 eV
Electronic energy ... -32791.0742 eV

Last column: natural (NBO) charge in e.
Atoms and positions in Å:
C (-2.91180, -0.07683, -1.87687)  -0.075
O (-2.60225, -1.41515, -1.50433)  -0.759
C (-1.79239, 0.85688, -1.38314)  -0.068
C (-2.09983, 1.57446, -0.03919)  -0.443
C (-1.97661, 3.09495, -0.04767)  -0.061
O (-0.81938, 3.50657, 0.71572)  -0.761
N (-0.51427, 0.17753, -1.20711)  -0.890
H (-2.89180, -0.11253, -2.97049)  0.180
H (-3.86445, 0.28543, -1.49683)  0.178
H (-3.22933, -1.80457, -0.88991)  0.494
H (-1.59887, 1.64126, -2.11265)  0.189
H (-1.56535, 1.04618, 0.74566)  0.226
H (-3.13849, 1.36637, 0.24173)  0.212
H (-2.88893, 3.44852, 0.42643)  0.180
H (-1.80154, 3.50620, -1.02954)  0.177
H (-0.13415, -0.31405, -2.01610)  0.426
H (-0.62338, 4.42654, 0.54378)  0.483
H (-0.52857, -0.42670, -0.39119)  0.365
H (-1.04006, 0.82469, 3.33901)  0.471
H (-0.60754, -0.58712, 3.16233)  0.469
O (-1.15402, -0.05298, 3.73589)  -0.943
H (2.49390, 3.16433, -1.68917)  0.475
H (1.33592, 2.18137, -1.56296)  0.499
O (1.84458, 2.67471, -2.22781)  -0.977
H (0.70399, 2.37154, 0.52714)  0.505
H (0.76636, 0.90930, -0.01660)  0.502
O (1.30630, 1.62867, 0.38184)  -1.034
H (1.93028, -0.95950, -3.41533)  0.506
H (1.13123, -2.25130, -3.12438)  0.496
O (1.24997, -1.33074, -2.81428)  -0.996
H (2.18651, 0.41470, 1.27086)  0.498
H (2.69037, 0.50019, 2.71941)  0.479
O (2.46064, -0.12275, 2.03513)  -0.990
H (2.16172, -1.99147, -0.56430)  0.490
H (2.58004, -1.58675, 0.85662)  0.497
O (2.51136, -2.36159, 0.27485)  -0.984
H (-1.31488, -2.77755, -1.77301)  0.488
H (-0.27595, -3.15108, -0.84993)  0.464
O (-0.56049, -3.38986, -1.73013)  -0.959
H (0.50021, 2.29380, 2.89890)  0.480
H (1.10621, 2.27574, 4.38514)  0.483
O (0.31034, 2.20006, 3.84419)  -0.958
H (2.34932, 1.12056, -4.16762)  0.471
H (3.11325, 1.29699, -2.97078)  0.495
O (3.03566, 0.63360, -3.69364)  -0.964
H (-1.23725, -3.01170, 3.52868)  0.468
H (-1.12896, -3.76005, 2.22037)  0.483
O (-1.56107, -3.00295, 2.62385)  -0.951
H (1.62706, -3.42602, 1.54293)  0.502
H (1.50269, -3.09072, 3.02817)  0.468
O (1.00855, -3.45835, 2.29125)  -0.986

Atoms 1-6, force components in eV/Å:
C 0.8 -0.2 -0.4
O -0.4 -0.3 0.4
C 0.8 0.3 0.8
C -1.1 -0.7 -0.7
C 0.9 -0.4 0.9
O 0.1 -0.6 0.4

***

- The lowest electronic energy belongs to which entry?
  C4H33N2O13

***

- Among the records above, which one has the highest energy relative to the best compared isomer or geometry (same formula, charge and spin)?
  C4H33N2O13

***

- Which of these has the lowest energy relative to the best compared isomer or geometry (same formula, charge and spin)?
  C4H33NO13

***

- The highest LUMO energy belongs to which entry?
  C4H33NO13